No. 1
{
  "formula": "C37H92F6LiN9O23S2",
  "method": "wB97M-V/def2-TZVPD",
  "symbols": ["Li", "C", "F", "F", "F", "S", "O", "O", "N", "S", "O", "O", "C", "F", "F", "F", "C", "C", "O", "O", "H", "H", "H", "H", "H", "H", "C", "C", "O", "O", "H", "H", "H", "H", "H", "H", "C", "C", "O", "O", "H", "H", "H", "H", "H", "H", "C", "C", "O", "O", "H", "H", "H", "H", "H", "H", "C", "C", "O", "O", "H", "H", "H", "H", "H", "H", "C", "C", "O", "O", "H", "H", "H", "H", "H", "H", "C", "C", "O", "O", "H", "H", "H", "H", "H", "H", "C", "O", "N", "N", "H", "H", "H", "H", "C", "O", "N", "N", "H", "H", "H", "H", "C", "O", "N", "N", "H", "H", "H", "H", "C", "C", "C", "C", "C", "C", "N", "O", "C", "C", "C", "H", "H", "H", "H", "H", "H", "H", "H", "H", "H", "H", "H", "H", "H", "H", "H", "H", "H", "H", "C", "C", "C", "C", "C", "C", "N", "O", "C", "C", "C", "H", "H", "H", "H", "H", "H", "H", "H", "H", "H", "H", "H", "H", "H", "H", "H", "H", "H", "H"],
  "xyz": [[3.45619, -3.31023, 1.36114], [-0.29825, -0.05583, 0.35269], [-0.84283, -1.09718, 0.87156], [-0.14706, -0.25391, -0.97069], [-1.01996, 1.09933, 0.52458], [1.42601, 0.25297, 1.04088], [2.35937, -0.01027, 0.00805], [1.44940, 1.60109, 1.66320], [1.73727, -1.07858, 2.13874], [1.01500, -0.72649, 3.43285], [2.04440, -0.41560, 4.42480], [-0.11221, 0.13880, 3.38883], [0.34400, -2.46057, 3.91842], [0.10731, -3.22544, 2.79522], [1.32993, -3.02127, 4.68798], [-0.75509, -2.23186, 4.66935], [5.35981, -7.55083, 3.72447], [3.87058, -7.12949, 3.65501], [3.54858, -6.45906, 2.43280], [5.47965, -8.77929, 3.16185], [5.63447, -7.72277, 4.76520], [6.03756, -6.77072, 3.37780], [3.46275, -6.58484, 4.50656], [3.28209, -8.04698, 3.65389], [3.93970, -7.16140, 1.90808], [6.23890, -9.22834, 3.54065], [2.61629, -5.59462, -3.45489], [2.06110, -4.35276, -2.90997], [2.06802, -4.34244, -1.50057], [2.36900, -5.65366, -4.82759], [2.06002, -6.45414, -3.08086], [3.61644, -5.79713, -3.07179], [1.04784, -4.09633, -3.21925], [2.71170, -3.53927, -3.23097], [1.36394, -4.93980, -1.23780], [2.75132, -6.48387, -5.12120], [1.47774, 4.76479, 4.94496], [1.82690, 5.63059, 6.13243], [3.28300, 5.69629, 6.38438], [2.12178, 5.18119, 3.79595], [0.41406, 4.58879, 4.78459], [1.96519, 3.79977, 5.08355], [1.26010, 5.19235, 6.95387], [1.52073, 6.66755, 5.99430], [3.42750, 6.39257, 5.73947], [2.09574, 4.50391, 3.11608], [0.80021, 4.85459, -3.44760], [0.01480, 5.96677, -2.65915], [-0.19207, 7.03381, -3.64151], [2.20190, 5.10652, -3.56661], [0.32404, 4.64006, -4.40433], [0.86612, 4.00047, -2.77362], [0.61306, 6.20365, -1.77933], [-0.95196, 5.63165, -2.28344], [-0.28625, 7.93351, -3.32016], [2.60172, 4.68157, -4.32894], [3.66382, -2.73815, 9.74826], [4.61002, -2.55735, 10.96835], [5.92181, -2.90286, 10.53613], [3.24484, -1.45185, 9.30399], [2.78871, -3.30565, 10.06484], [4.10769, -3.14648, 8.84030], [4.44709, -3.30032, 11.74909], [4.79761, -1.62479, 11.50054], [5.90839, -3.86141, 10.48512], [3.22502, -1.45078, 8.34420], [-5.53503, 2.80514, 7.12965], [-4.40619, 3.10048, 6.05430], [-3.34951, 2.14704, 6.31595], [-5.45343, 3.86648, 8.16896], [-5.30805, 1.85448, 7.61216], [-6.45337, 2.60616, 6.57723], [-4.11030, 4.14814, 5.99986], [-4.78201, 2.75683, 5.09058], [-3.12099, 1.86148, 5.42836], [-6.33854, 3.98679, 8.52068], [5.61099, 5.14151, -0.25071], [6.71941, 4.63301, -1.22272], [6.20568, 3.72112, -2.08834], [4.82875, 6.16123, -0.89488], [6.14779, 5.71877, 0.50210], [5.00140, 4.37417, 0.22646], [7.53965, 4.21112, -0.64193], [7.20007, 5.48370, -1.70582], [5.61619, 3.13442, -1.60889], [4.34318, 5.78072, -1.63043], [-2.97351, -7.45778, 3.74672], [-3.46081, -7.47326, 2.66253], [-3.01835, -6.40149, 4.56908], [-2.43156, -8.50594, 4.31405], [-3.40746, -5.59861, 4.09569], [-2.32642, -6.53080, 5.29338], [-2.65843, -9.29784, 3.72967], [-2.47212, -8.56472, 5.32152], [7.01677, -2.94564, -0.80904], [6.34229, -3.28056, 0.16343], [6.53432, -2.16344, -1.71867], [8.19610, -3.37422, -1.12625], [7.07990, -2.13938, -2.56830], [5.60966, -1.84104, -1.47137], [8.60090, -3.06941, -1.99994], [8.56158, -4.07273, -0.49490], [6.33008, 1.77996, 3.43838], [6.59677, 1.91431, 2.31884], [6.42476, 2.65480, 4.41685], [5.84814, 0.60117, 3.79256], [6.61758, 2.25936, 5.32600], [6.81991, 3.54168, 4.13868], [5.69720, 0.09633, 2.93090], [5.13045, 0.59169, 4.50315], [0.42426, 1.13111, -11.14794], [0.59723, -0.05880, -10.02075], [1.91072, 0.48564, -9.29455], [2.03690, 0.05707, -7.82791], [0.81065, 0.19874, -6.99529], [-0.48256, -0.46272, -7.70134], [-0.57799, -0.00436, -9.11565], [-1.82653, -0.33637, -9.70615], [-0.46781, -2.06754, -7.53140], [-1.71208, -0.06232, -6.81388], [0.90267, -1.46323, -10.60274], [-0.11016, 0.84735, -12.05458], [1.38245, 1.57291, -11.42143], [-0.06224, 1.94862, -10.61587], [2.83370, 0.25641, -9.82715], [1.97936, 1.57148, -9.36051], [2.90371, 0.59073, -7.43812], [2.34776, -0.98747, -7.80765], [0.78665, 1.26244, -6.75852], [0.97387, -0.25199, -6.01636], [0.54263, -2.44460, -7.37349], [-1.18522, -2.41711, -6.78896], [-0.79225, -2.64508, -8.39700], [-1.65836, -0.41633, -5.78436], [-1.82790, 1.01768, -6.72303], [-2.62023, -0.47301, -7.25511], [1.32955, -2.06806, -9.80271], [1.64657, -1.29529, -11.38152], [0.07597, -2.04993, -11.00332], [-2.15390, 0.51032, -10.01847], [-10.67031, 1.27511, -0.23250], [-9.55604, 2.30036, 0.17903], [-8.84360, 1.85246, 1.57922], [-7.75672, 0.84884, 1.30338], [-6.78663, 1.49510, 0.41919], [-7.32780, 1.98590, -0.99219], [-8.59989, 2.68468, -0.89160], [-9.12643, 2.99404, -2.09900], [-6.22923, 2.95337, -1.47026], [-7.35502, 0.82782, -2.05298], [-10.38934, 3.66524, 0.50752], [-11.45966, 0.91029, 0.42470], [-10.13890, 0.41062, -0.63047], [-11.18621, 1.73848, -1.07347], [-8.54549, 2.71728, 2.17195], [-9.57869, 1.27414, 2.13896], [-8.28686, 0.05293, 0.78033], [-7.20086, 0.50216, 2.17454], [-5.94858, 0.91030, 0.04001], [-6.33693, 2.31670, 0.97673], [-5.25821, 2.45889, -1.49671], [-6.35782, 3.28303, -2.50123], [-6.19937, 3.81974, -0.80950], [-7.67907, 1.10172, -3.05701], [-6.34342, 0.42552, -2.10718], [-7.93990, -0.01388, -1.68210], [-10.76344, 4.13101, -0.40419], [-9.93593, 4.47263, 1.08253], [-11.35330, 3.54971, 1.00303], [-9.57977, 2.24631, -2.49524]],
  "mulliken_charge": [0.88, 0.60, -0.18, -0.20, -0.22, 0.82, -0.58, -0.52, -0.27, 0.87, -0.63, -0.60, 0.51, -0.19, -0.20, -0.21, -0.46, -0.50, -0.48, -0.50, 0.35, 0.30, 0.40, 0.30, 0.28, 0.32, -0.30, -0.45, -0.33, -0.49, 0.28, 0.27, 0.29, 0.21, 0.25, 0.30, -0.01, -0.61, -0.51, -0.53, 0.29, 0.15, 0.33, 0.30, 0.31, 0.29, -0.25, -0.37, -0.54, -0.50, 0.32, 0.22, 0.30, 0.28, 0.28, 0.28, -0.22, -0.38, -0.53, -0.50, 0.21, 0.31, 0.25, 0.29, 0.29, 0.29, -0.35, -0.15, -0.49, -0.52, 0.26, 0.30, 0.26, 0.13, 0.27, 0.28, -0.35, -0.41, -0.50, -0.52, 0.25, 0.34, 0.28, 0.29, 0.33, 0.30, 0.63, -0.62, -0.47, -0.48, 0.25, 0.22, 0.25, 0.22, 0.73, -0.65, -0.40, -0.40, 0.16, 0.20, 0.15, 0.24, 0.55, -0.61, -0.39, -0.49, 0.22, 0.24, 0.23, 0.27, -1.76, 1.44, -1.29, -0.82, -0.92, 1.18, 0.40, -0.47, -1.54, -1.94, -1.70, 0.37, 0.41, 0.46, 0.47, 0.54, 0.41, 0.27, 0.34, 0.36, 0.32, 0.40, 0.33, 0.42, 0.42, 0.44, 0.35, 0.43, 0.34, 0.33, -1.69, 1.21, -1.07, -0.60, -1.28, 1.42, 0.19, -0.45, -1.89, -1.74, -1.67, 0.38, 0.41, 0.43, 0.43, 0.36, 0.27, 0.37, 0.50, 0.46, 0.36, 0.39, 0.46, 0.44, 0.44, 0.36, 0.39, 0.35, 0.43, 0.33],
  "gap_ev": 7.280
}


No. 2
{
  "formula": "C37H94NO12",
  "method": "wB97M-V/def2-TZVPD",
  "symbols": ["C", "C", "C", "C", "C", "C", "C", "C", "C", "C", "C", "N", "O", "C", "C", "C", "C", "H", "H", "H", "H", "H", "H", "H", "H", "H", "H", "H", "H", "H", "H", "H", "H", "H", "H", "H", "H", "H", "H", "H", "H", "H", "H", "H", "H", "C", "C", "O", "H", "H", "H", "H", "H", "H", "C", "C", "O", "H", "H", "H", "H", "H", "H", "C", "C", "O", "H", "H", "H", "H", "H", "H", "C", "C", "O", "H", "H", "H", "H", "H", "H", "C", "C", "O", "H", "H", "H", "H", "H", "H", "C", "C", "O", "H", "H", "H", "H", "H", "H", "C", "C", "O", "H", "H", "H", "H", "H", "H", "C", "C", "O", "H", "H", "H", "H", "H", "H", "C", "C", "O", "H", "H", "H", "H", "H", "H", "C", "C", "O", "H", "H", "H", "H", "H", "H", "C", "C", "O", "H", "H", "H", "H", "H", "H"],
  "xyz": [[2.32115, -0.04270, 2.62456], [1.39442, 0.99387, 2.08647], [1.58010, 1.62774, 0.54872], [3.20181, 1.77172, 0.33066], [3.65270, 2.70101, -0.94105], [5.30540, 2.90785, -0.78696], [6.17145, 2.03141, -1.87190], [1.04650, 0.47732, -0.47476], [-0.05924, 0.92631, -1.57818], [0.70611, 0.87421, -3.06458], [-1.19867, -0.29548, -1.65992], [-0.65391, 2.29932, -1.42704], [-0.10134, 3.21748, -2.23838], [-0.77013, 2.76070, 0.00458], [-1.70994, 1.83420, 0.97302], [-1.51102, 4.25841, -0.05775], [0.74877, 3.03516, 0.55045], [2.25032, -0.25709, 3.78832], [3.02293, -0.63756, 1.89187], [0.51249, 1.40829, 2.74315], [3.67284, 2.19381, 1.31639], [3.66449, 0.68945, 0.12981], [3.49639, 2.21789, -1.99536], [3.20768, 3.78286, -0.95486], [5.59443, 2.54539, 0.31315], [5.60984, 4.06011, -0.81070], [6.80747, 2.81548, -2.49963], [6.97281, 1.41730, -1.23536], [5.51446, 1.32220, -2.53133], [0.57338, -0.40439, 0.16491], [1.96962, -0.01781, -1.04478], [-0.06116, 1.09576, -3.92072], [1.68394, 1.51608, -3.09619], [1.04910, -0.25710, -3.20762], [-0.72240, -1.35944, -1.42108], [-2.14606, -0.08142, -1.00739], [-1.58526, -0.34095, -2.78801], [-1.79838, 2.37178, 2.03362], [-1.25803, 0.76288, 1.20645], [-2.81406, 1.68840, 0.55398], [-2.58054, 4.20925, -0.54502], [-0.81400, 5.08266, -0.54188], [-1.65185, 4.59456, 1.07897], [1.21174, 3.89870, -0.08831], [0.68362, 3.38582, 1.68970], [0.60136, -3.71770, 4.86264], [2.09331, -3.66434, 5.11826], [2.77516, -3.28266, 3.93272], [0.37319, -4.43042, 4.06338], [0.06125, -4.01506, 5.76600], [0.22937, -2.74158, 4.53459], [2.46464, -4.64682, 5.42459], [2.33073, -2.94431, 5.90741], [2.44442, -2.40538, 3.67386], [-3.59864, -3.11770, 7.81264], [-2.10669, -3.06434, 8.06826], [-1.42484, -2.68266, 6.88272], [-3.82681, -3.83042, 7.01338], [-4.13875, -3.41506, 8.71600], [-3.97063, -2.14158, 7.48459], [-1.73536, -4.04682, 8.37459], [-1.86926, -2.34431, 8.85741], [-1.75558, -1.80538, 6.62386], [0.35930, 4.90199, -5.20304], [0.38290, 3.96118, -6.38982], [1.26780, 2.88051, -6.13452], [1.36266, 5.29042, -4.99997], [-0.31504, 5.74346, -5.38572], [0.03199, 4.37752, -4.29938], [0.73139, 4.48366, -7.28569], [-0.61451, 3.55850, -6.59126], [0.94474, 2.41801, -5.34221], [5.47177, 2.20341, -6.43862], [4.96839, 2.23105, -5.01034], [3.85299, 3.10345, -4.90600], [5.76092, 3.20803, -6.76417], [6.33487, 1.53864, -6.53519], [4.68562, 1.86189, -7.11989], [5.74987, 2.59365, -4.33594], [4.66517, 1.23223, -4.68174], [3.16164, 2.76791, -5.50220], [6.58224, -3.08953, -2.60694], [6.20269, -1.65061, -2.32488], [6.97751, -0.77730, -3.13299], [7.64624, -3.25308, -2.40693], [5.99689, -3.77576, -1.98835], [6.41499, -3.33483, -3.66082], [6.39192, -1.40330, -1.27605], [5.14298, -1.47591, -2.53481], [6.79580, -0.99943, -4.06232], [-2.34363, 1.68630, -8.30790], [-1.87538, 0.51331, -7.47187], [-2.86424, -0.50562, -7.46894], [-3.28285, 2.08865, -7.91440], [-1.59421, 2.48285, -8.31670], [-2.53831, 1.37387, -9.33906], [-1.70309, 0.82504, -6.43739], [-0.94337, 0.09728, -7.86666], [-3.00368, -0.78142, -8.39117], [-5.55357, -7.63874, 8.54608], [-5.15086, -6.18670, 8.39266], [-4.18194, -6.05832, 7.36272], [-4.68170, -8.25670, 8.78444], [-6.29703, -7.75556, 9.33968], [-5.97199, -8.02556, 7.61115], [-4.71321, -5.81052, 9.32215], [-6.01515, -5.56420, 8.14153], [-4.58332, -6.38708, 6.54003], [-2.02789, 8.71122, -1.98371], [-3.24679, 7.84840, -1.73083], [-3.12439, 6.61899, -2.43058], [-1.91206, 8.90921, -3.05434], [-2.10867, 9.66508, -1.45474], [-1.11697, 8.20109, -1.65387], [-4.15217, 8.35250, -2.08179], [-3.36215, 7.63529, -0.66366], [-2.32218, 6.17532, -2.10556], [-2.70191, -4.98824, 2.07001], [-2.23366, -6.16123, 2.90604], [-3.22252, -7.18016, 2.90897], [-3.64112, -4.58589, 2.46351], [-1.95249, -4.19169, 2.06121], [-2.89659, -5.30067, 1.03885], [-2.06137, -5.84950, 3.94052], [-1.30165, -6.57726, 2.51125], [-3.36196, -7.45596, 1.98674], [1.69511, -4.22096, 9.96767], [1.57753, -2.90567, 9.22585], [0.95392, -1.93568, 10.05428], [0.70681, -4.58054, 10.27235], [2.16989, -4.98118, 9.34089], [2.28522, -4.09875, 10.88180], [0.96896, -3.02737, 8.32483], [2.56276, -2.53309, 8.92907], [1.50653, -1.82878, 10.84750], [-5.92789, 1.23243, -7.13668], [-7.14679, 0.36961, -6.88379], [-7.02439, -0.85980, -7.58355], [-5.81206, 1.43042, -8.20730], [-6.00867, 2.18629, -6.60770], [-5.01697, 0.72230, -6.80684], [-8.05217, 0.87370, -7.23476], [-7.26215, 0.15650, -5.81663], [-6.22218, -1.30347, -7.25852]],
  "lowdin_spin": [0.00, 0.00, 0.00, 0.00, 0.00, 0.00, 0.00, 0.02, 0.02, 0.00, 0.01, 0.36, 0.55, 0.02, 0.00, 0.00, 0.02, 0.00, 0.00, 0.00, 0.00, 0.00, 0.00, 0.00, 0.00, 0.00, 0.00, 0.00, 0.00, 0.00, 0.00, 0.00, 0.00, 0.00, 0.00, 0.00, 0.00, 0.00, 0.00, 0.00, 0.00, 0.00, 0.00, 0.00, 0.00, 0.00, 0.00, 0.00, 0.00, 0.00, 0.00, 0.00, 0.00, 0.00, 0.00, 0.00, 0.00, 0.00, 0.00, 0.00, 0.00, 0.00, 0.00, 0.00, 0.00, 0.00, 0.00, 0.00, 0.00, 0.00, 0.00, 0.00, 0.00, 0.00, 0.00, 0.00, 0.00, 0.00, 0.00, 0.00, 0.00, 0.00, 0.00, 0.00, 0.00, 0.00, 0.00, 0.00, 0.00, 0.00, 0.00, 0.00, 0.00, 0.00, 0.00, 0.00, 0.00, 0.00, 0.00, 0.00, 0.00, 0.00, 0.00, 0.00, 0.00, 0.00, 0.00, 0.00, 0.00, 0.00, 0.00, 0.00, 0.00, 0.00, 0.00, 0.00, 0.00, 0.00, 0.00, 0.00, 0.00, 0.00, 0.00, 0.00, 0.00, 0.00, 0.00, 0.00, 0.00, 0.00, 0.00, 0.00, 0.00, 0.00, 0.00, 0.00, 0.00, 0.00, 0.00, 0.00, 0.00, 0.00, 0.00, 0.00],
  "spin_multiplicity": 2,
  "gap_ev": [9.248, 8.940]
}


no.,largest force on an atom (eV Å⁻¹)
1,7.058
2,4.537